This record from OMol25 describes C4H9NO2 in the gas phase. The level of theory is ωB97M-V/def2-TZVPD.

Calculated values
**DFT total energy**: -9877.0489 eV
**Maximum force**: 6.02 eV Å⁻¹
**HOMO-LUMO gap**: 9.340 eV
**HOMO level**: -8.60 eV
**Energy relative to the best compared isomer or geometry (same formula, charge and spin)**: 69.5 kcal/mol

Positions of all 16 atoms, in Å:
1 C 0.591 -0.165 0.830
2 C -1.320 -1.390 -0.080
3 C 2.076 1.742 0.188
4 C -0.609 0.173 0.077
5 N -2.290 -1.383 -1.128
6 O 1.344 1.154 1.226
7 O -1.061 1.108 -0.491
8 H -1.862 -1.250 -2.038
9 H -2.979 -0.650 -0.997
10 H 0.373 -0.564 1.820
11 H 1.293 -0.762 0.237
12 H -0.598 -2.190 -0.253
13 H -1.807 -1.563 0.882
14 H 1.454 1.960 -0.694
15 H 2.908 1.095 -0.135
16 H 2.486 2.686 0.556

Forces on the atoms, in the same order (eV/Å):
3.107 4.965 1.395
-0.227 2.479 -0.077
0.020 -0.182 -0.657
-1.197 -4.996 -0.907
-0.521 -0.350 -0.342
-1.179 -2.290 0.056
0.148 0.784 0.253
-0.061 0.061 0.132
0.162 -0.038 -0.057
-0.120 -0.372 -0.327
-0.365 -0.148 0.139
0.239 0.286 0.107
0.001 -0.151 0.018
0.077 -0.001 0.175
-0.028 0.111 0.048
-0.057 -0.159 0.046

Let us look at the Löwdin charges, expressed in e, one per atom: C -0.074; C -0.204; C -0.154; C -0.348; N -0.023; O -0.208; O 0.132; H 0.073; H 0.071; H 0.138; H 0.137; H 0.103; H 0.103; H 0.082; H 0.083; H 0.088